Density functional theory data (ωB97M-V/def2-TZVPD) for a cluster of 5 separate species, C28H52Cl8F3NO8S in total at a distorted geometry.

XYZ file:
```
101
Properties=species:S:1:pos:R:3:lowdin_charge:R:1
C 4.78437 -2.81573 -0.70593 -0.102
N 4.11171 -2.18465 -1.84339 -0.092
C 3.84554 -0.76817 -1.67588 -0.148
C 2.30949 -0.46476 -1.47974 -0.313
C 1.65483 -0.65923 -2.87724 -0.009
C 0.64079 -1.82773 -2.99613 -0.247
O -0.37618 -1.77460 -2.03704 0.026
C 1.27459 -3.22662 -3.08886 -0.643
F 2.30577 -3.23586 -3.91127 0.163
F 0.37810 -4.04188 -3.65897 0.145
F 1.57275 -3.75229 -1.93085 0.189
O 1.92636 -1.35554 -0.41498 -0.131
S 2.33262 -0.70072 0.99539 0.617
O 3.62392 -1.01934 1.49065 -0.219
O 1.36492 -0.83417 2.01345 -0.194
O 2.45541 0.80818 0.46924 -0.123
C 2.10020 0.98229 -0.94556 -0.414
C 0.60866 1.41876 -0.82195 -0.065
C 0.47576 2.79641 -0.11444 -0.145
C 0.23365 2.73048 1.40882 -0.140
C -1.02818 1.95134 1.79697 -0.180
O -0.75335 1.21889 3.00712 -0.038
C -1.83917 0.42963 3.30284 -0.552
C -1.90425 -0.87501 2.50834 0.010
O -2.63510 0.73878 4.08002 0.174
O 3.02593 1.92111 -1.35034 -0.035
C 2.69121 2.60297 -2.55564 -0.152
C 3.79845 3.64583 -2.81829 -0.309
C 3.52743 4.90760 -1.97907 -0.062
C 5.24115 3.06490 -2.71631 -0.143
C 6.04583 3.42700 -1.46168 -0.388
C 7.55775 3.15820 -1.82602 -0.076
C 5.73417 2.55160 -0.22387 -0.060
H 5.10237 -3.82097 -1.00570 0.084
H 5.65058 -2.24355 -0.34899 0.087
H 4.04853 -2.97647 0.08208 0.064
H 4.58327 -2.37921 -2.71424 0.109
H 4.41847 -0.39114 -0.81629 0.106
H 4.21626 -0.20218 -2.54070 0.125
H 1.11227 0.24503 -3.15831 0.113
H 2.44923 -0.81224 -3.60940 0.126
H 0.14546 -1.69945 -3.96609 0.164
H -0.13736 -2.29521 -1.25526 0.105
H 0.18233 1.54121 -1.82439 0.118
H 0.10574 0.60095 -0.30197 0.118
H 1.33177 3.43371 -0.34307 0.098
H -0.41910 3.27391 -0.53790 0.121
H 1.06881 2.27268 1.94778 0.114
H 0.20357 3.76790 1.76211 0.117
H -1.80133 2.68574 2.06404 0.044
H -1.37215 1.27293 1.00656 0.119
H -1.77919 -1.74854 3.14745 0.084
H -1.17487 -0.83211 1.69639 0.057
H -2.88882 -0.92049 2.03514 0.025
H 1.76141 3.18244 -2.46505 0.123
H 2.59336 1.94403 -3.42896 0.130
H 3.65097 3.93569 -3.86964 0.134
H 2.60678 5.36259 -2.37081 0.082
H 4.31120 5.66295 -2.05369 0.079
H 3.30892 4.63930 -0.93898 0.080
H 5.80773 3.43901 -3.58004 0.114
H 5.16614 1.97881 -2.86141 0.109
H 6.00439 4.48034 -1.17452 0.117
H 8.12505 2.90139 -0.93024 0.063
H 7.95894 4.03778 -2.33594 0.074
H 7.57124 2.27779 -2.47992 0.075
H 4.93782 3.00361 0.38040 0.078
H 6.60551 2.38813 0.41537 0.071
H 5.35984 1.56127 -0.50210 0.058
Cl -5.21201 -1.86954 1.11674 0.586
C -6.47181 -0.61250 1.07972 -0.647
C -6.44722 0.16729 -0.21111 -0.681
Cl -4.98440 1.17384 -0.35082 0.510
H -6.32456 0.03570 1.94127 0.058
H -7.43178 -1.11608 1.19060 0.076
H -7.30463 0.83899 -0.25079 0.043
H -6.48652 -0.48811 -1.07853 0.069
Cl -6.87083 2.98713 1.42155 0.577
C -6.45383 4.63738 1.94008 -0.641
C -5.14138 5.09761 1.35502 -0.646
Cl -3.75193 4.20419 2.02728 0.599
H -6.43525 4.65433 3.02758 0.071
H -7.25695 5.29098 1.60141 0.073
H -4.98554 6.15015 1.58924 0.073
H -5.12223 4.98066 0.27346 0.069
Cl -8.35169 -4.13908 3.69255 0.532
C -6.67250 -4.69772 3.47126 -0.673
C -6.49685 -5.49235 2.20242 -0.686
Cl -7.32637 -7.07259 2.26669 0.530
H -6.39277 -5.27864 4.34789 0.068
H -6.04558 -3.80695 3.43364 0.048
H -5.44095 -5.69828 2.04068 0.001
H -6.87561 -4.94997 1.33873 0.064
Cl -1.84447 -4.77731 1.65666 0.550
C -2.10690 -6.03449 2.88769 -0.665
C -2.23914 -7.41001 2.28621 -0.645
Cl -3.73929 -7.57034 1.33839 0.575
H -2.99578 -5.76252 3.45368 0.062
H -1.25121 -6.00630 3.56133 0.075
H -2.27781 -8.15301 3.08198 0.075
H -1.40318 -7.65131 1.63336 0.069
```

Summary:
highest occupied orbital energy	-0.333	Ha
SMILES	CNC[C@@]1(C[C@H](O)C(F)(F)F)OS(=O)(=O)O[C@@]1(CCCCOC(C)=O)OC[C@@H](C)CC(C)C.ClCCCl.ClCCCl.ClCCCl.ClCCCl
LUMO level	0.3	eV
total charge	0
F_max	0.0790	Eh/bohr
gap between HOMO and LUMO	9.34	eV